No. 1
Computed, not measured: a cluster of 7 separate species, C23H40Br12N3O6S in total at a distorted geometry, with ωB97M-V/def2-TZVPD.

As for the HOMO energy: -11.45 eV. The calculation puts the HOMO-LUMO gap at 7.37 eV. The value obtained for the strongest force on any atom is 10.25 eV/A. The total energy comes out at -892577.35073 eV.

Geometry as ORCA input:
```
! RIJCOSX wB97M-V def2-TZVPD def2/J DEFGRID3
* xyz 1 1
H -0.838 -14.187 -1.768
H 3.591 8.317 -0.918
O -6.496 -1.209 0.773
H 1.483 -3.464 -2.470
H -1.645 4.351 -3.197
C 3.068 9.276 -0.968
C 1.898 6.555 3.056
H -1.656 1.143 0.143
Br -3.763 5.075 -2.150
Br 3.687 0.676 0.776
Br 2.900 7.837 5.416
Br 1.473 9.041 0.130
H -2.508 5.480 -4.273
H 1.971 8.732 3.275
C 0.034 0.098 5.193
C -1.034 -8.360 -2.783
H 3.703 2.419 -0.975
H -4.743 1.479 1.548
H 0.723 7.912 4.248
C -4.085 0.536 1.233
C -0.513 -13.151 -1.898
C 3.941 10.387 -0.432
H 3.847 3.561 1.380
H -0.651 -9.360 -2.562
C 1.818 -3.591 -0.212
C 1.116 -4.153 -1.582
C -0.139 -0.660 3.996
H -0.248 -12.546 0.189
H -2.575 -0.504 2.614
Br 1.252 -11.031 -1.116
H -0.754 1.819 1.734
C -1.778 -7.732 -1.627
H 0.191 0.809 6.140
C 1.738 7.831 3.850
Br 3.210 12.138 -0.883
O -0.357 -4.167 -1.412
H -0.308 6.396 -3.182
H -0.004 -13.053 -2.861
H 4.061 10.360 0.654
H -2.783 1.339 3.029
H 1.914 -4.521 0.527
H 1.126 -13.428 -0.526
O 0.414 0.565 -1.503
C 0.957 -2.364 2.222
H 2.027 1.974 -0.566
H 0.640 -1.460 -2.137
C -1.344 0.924 1.253
H -0.821 -4.412 -2.275
O -5.554 -0.836 3.242
H 1.093 6.454 2.323
N 0.114 -1.113 2.543
H 2.928 -3.211 -0.392
O -0.325 2.495 -1.959
C -2.711 0.570 2.137
C 2.951 3.447 0.763
Br -0.828 -8.005 0.054
H -1.926 -6.655 -1.740
H 1.930 5.657 3.679
H 4.928 10.362 -0.903
H -1.180 -0.840 -1.704
H 1.444 -3.062 3.026
C -0.053 -0.856 -1.386
C 0.330 -12.705 -0.726
H -2.749 -8.215 -1.486
Br 1.431 3.339 1.982
H -1.671 -8.408 -3.671
S -5.076 -1.008 1.753
Br 3.540 6.579 2.004
H -3.859 0.559 0.073
N -0.452 1.291 -2.230
C -0.391 -0.420 1.260
H 2.790 4.364 0.190
O -4.227 -2.315 1.591
C -1.295 6.421 -2.712
Br 0.493 -7.269 -3.315
C 3.002 2.247 -0.154
C 0.981 -2.417 0.569
N 0.175 -1.233 0.077
H 2.728 9.446 -1.993
Br -2.162 -12.115 -2.017
Br -2.026 8.172 -3.163
C -2.168 5.310 -3.247
H -1.176 6.395 -1.626
H -6.279 -0.869 -0.150
H 1.512 -5.234 -1.796
*
```

Mulliken atomic charge list, values in e, 4 entries: H 0.3595; H 0.2810; O -0.4503; H 0.2817

No. 2
Computed, not measured: a cluster of 3 separate species, C23H40BrF2IO9P in total at a distorted geometry, with ωB97M-V/def2-TZVPD.

As for the HOMO energy: -5.50 eV. The calculation puts the HOMO-LUMO gap at 7.86 eV. The value obtained for the strongest force on any atom is 1.18 eV/A. The total energy comes out at -135795.93108 eV.

Geometry as ORCA input:
```
! RIJCOSX wB97M-V def2-TZVPD def2/J DEFGRID3
* xyz -1 1
I -1.703 -0.184 2.481
H -4.224 -4.058 -0.933
O -3.175 0.451 -4.074
C 2.882 1.434 -0.215
C 1.058 -3.425 -0.922
H -1.734 0.134 -1.784
O 0.896 0.314 -3.811
H -1.010 -3.816 1.060
O 0.709 -1.257 -2.215
H -2.374 -2.680 1.123
H -1.371 -6.032 -1.660
C 2.984 5.858 4.951
H 0.635 -4.109 -0.189
H 0.919 1.271 -3.925
H 1.521 2.898 4.707
C 3.035 4.445 4.372
H -1.970 -3.622 2.535
H 1.303 6.676 6.100
C -0.070 2.303 -1.452
H 0.950 6.376 4.388
H -3.360 3.001 -0.413
O 3.165 -3.699 -2.061
H 0.639 3.062 -1.131
F -1.353 1.600 -4.439
C 0.264 0.012 -2.591
H -1.030 -4.817 -2.903
C -1.538 -3.096 1.679
C 0.714 -1.840 1.402
O 1.025 4.703 5.588
H -1.119 3.215 0.189
H 0.619 -3.609 -1.899
H -3.501 -2.617 -1.675
C 1.793 2.221 1.723
C -3.506 -3.708 -1.685
O 2.257 2.521 0.507
H -1.413 1.504 0.030
C 2.499 -3.630 -1.070
H 1.270 -2.762 1.599
H 2.380 2.102 -2.198
C -3.050 -5.611 -3.010
C -2.647 2.714 -1.184
F 3.135 -3.734 0.138
H -3.075 1.857 -1.699
H 2.823 0.525 0.376
H 2.715 4.456 3.328
H -0.307 2.542 -2.491
H 0.864 2.751 1.966
H 3.351 6.625 4.271
C -2.028 0.633 -3.796
H 4.020 3.985 4.418
O -2.206 -4.178 -1.334
H 2.115 -1.319 -0.378
H 3.941 1.662 -0.355
H 2.462 3.329 6.146
H -1.477 -1.174 -2.919
H 1.293 -1.035 1.864
C -1.801 -5.210 -2.234
H 2.707 0.358 -2.000
H 3.570 5.908 5.872
H -3.622 -6.357 -2.453
H -4.883 -4.403 -3.236
C -0.586 -2.001 2.196
C -1.298 2.424 -0.543
H -3.405 -3.645 -3.840
P 0.690 -1.551 -0.476
H -0.718 -1.781 -0.584
O 0.457 0.197 -0.261
C 0.689 0.935 -1.417
C 2.212 1.227 -1.564
C 1.500 6.006 5.261
C -3.815 -4.289 -3.058
Br -2.622 4.218 -2.419
H -2.820 -6.020 -3.993
O 2.319 1.473 2.512
H -0.304 -2.260 3.215
C -1.275 -0.119 -2.739
C 2.007 3.721 5.229
*
```

Mulliken atomic charge list, values in e, 4 entries: I -0.1308; H 0.3039; O -0.5683; C -0.9226

> What is the formula in the first record?

C23H40Br12N3O6S

> Which formula does entry 2 have?

C23H40BrF2IO9P

> Among the records above, which one has the highest HOMO-LUMO gap?

C23H40BrF2IO9P